Run one
{
  "formula": "C6H9NO",
  "method": "wB97M-V/def2-TZVPD",
  "symbols": ["C", "C", "C", "C", "C", "C", "H", "H", "H", "H", "H", "H", "H", "H", "H", "N", "O"],
  "xyz": [[-0.329, -0.151, 1.377], [-0.087, -0.063, -0.215], [1.042, -1.096, -0.530], [0.191, 1.331, -0.688], [0.339, 2.389, 0.113], [-1.570, -0.286, -0.491], [-0.149, -1.390, 1.433], [0.597, 0.615, 1.872], [-1.621, 0.179, 1.721], [1.418, -0.995, -1.693], [0.677, -2.210, -0.495], [2.793, -1.234, -0.800], [0.251, 1.556, -1.869], [-0.257, 2.474, 1.327], [0.757, 3.221, -0.409], [-2.748, -0.978, -0.191], [2.157, -1.014, 0.356]],
  "molar_mass_g_mol": 111.1,
  "gap_ha": 0.3444,
  "lumo_ev": -0.4
}



Run two
{
  "formula": "C6H9NO",
  "method": "wB97M-V/def2-TZVPD",
  "symbols": ["H", "N", "C", "C", "C", "C", "C", "C", "O", "H", "H", "H", "H", "H", "H", "H", "H"],
  "xyz": [[2.369, 1.073, -1.472], [1.374, 1.179, -1.248], [1.090, 0.652, -0.087], [2.149, 0.469, 0.973], [-0.328, 0.733, 0.402], [-1.136, -0.175, -0.132], [-2.544, -0.504, 0.184], [-0.348, -1.170, -1.123], [-0.870, -2.242, -1.416], [1.711, 0.246, 1.948], [2.815, -0.343, 0.672], [2.732, 1.390, 1.064], [-0.560, 1.362, 1.253], [-2.685, -1.380, 0.827], [-3.146, -0.728, -0.704], [-3.077, 0.315, 0.679], [0.454, -0.877, -1.821]],
  "molar_mass_g_mol": 111.1,
  "gap_ha": 0.3617,
  "lumo_ev": 0.5,
  "smiles": "[H]/N=C(C)/C=C(/C)C=O"
}



Taking the most stable structure as the zero point, the relative energies in kJ/mol are run one 815.1; run two 0.0.



Run one
{
  "formula": "C10H12N4O",
  "method": "wB97M-V/def2-TZVPD",
  "symbols": ["C", "N", "C", "C", "N", "C", "O", "N", "N", "C", "C", "C", "C", "C", "C", "H", "H", "H", "H", "H", "H", "H", "H", "H", "H", "H", "H"],
  "xyz": [[-1.142, -2.983, -0.468], [-0.537, -1.913, 0.239], [0.848, -2.089, 0.309], [-1.174, -0.881, 0.782], [-2.468, -0.718, 0.890], [-2.798, 0.552, 1.342], [-3.802, 1.032, 1.773], [-1.541, 1.235, 1.561], [-0.535, 0.403, 1.069], [0.337, 1.027, 0.165], [1.128, 2.038, 0.692], [1.933, 2.721, -0.204], [2.005, 2.405, -1.559], [1.178, 1.416, -2.028], [0.356, 0.691, -1.193], [-2.171, -2.948, -0.458], [-0.564, -3.011, -1.520], [-0.807, -3.880, 0.104], [1.343, -1.886, -0.635], [1.212, -1.369, 0.959], [1.097, -3.136, 0.748], [-1.457, 1.733, 2.433], [1.004, 2.251, 1.693], [2.596, 3.543, 0.143], [2.789, 2.850, -2.235], [1.332, 1.086, -2.995], [-0.162, -0.171, -1.603]],
  "molar_mass_g_mol": 204.2,
  "gap_ha": 0.3409,
  "lumo_ev": 0.6,
  "smiles": "CN(C)c1nc(=O)[nH]n1-c1ccccc1"
}



Run two
{
  "formula": "C10H12N4O",
  "method": "wB97M-V/def2-TZVPD",
  "symbols": ["N", "C", "C", "C", "N", "N", "C", "O", "N", "C", "C", "C", "C", "C", "C", "H", "H", "H", "H", "H", "H", "H", "H", "H", "H", "H", "H"],
  "xyz": [[-6.024, -1.933, -1.030], [-4.932, -1.558, -0.860], [-3.612, -1.034, -0.634], [-3.023, 0.136, -1.271], [-1.802, 0.285, -0.824], [-1.546, -0.774, 0.009], [-0.333, -1.154, 0.663], [-0.225, -2.321, 1.083], [0.748, -0.287, 0.736], [2.121, -0.772, 0.752], [2.914, -0.066, -0.334], [2.686, 1.494, -0.259], [1.243, 1.907, -0.160], [0.579, 1.128, 0.982], [-2.663, -1.578, 0.151], [-3.523, 0.803, -1.934], [2.594, -0.567, 1.723], [2.213, -1.824, 0.629], [3.966, -0.389, -0.182], [2.608, -0.455, -1.314], [3.109, 1.991, -1.141], [3.197, 1.945, 0.596], [1.090, 2.960, -0.002], [0.736, 1.683, -1.070], [-0.467, 1.480, 1.049], [1.040, 1.401, 1.924], [-2.694, -2.502, 0.717]],
  "molar_mass_g_mol": 204.2,
  "gap_ha": 0.3587,
  "lumo_ev": 0.3,
  "smiles": "N#Cc1cnn(C(=O)N2CCCCC2)c1"
}



Taking the most stable structure as the zero point, the relative energies in kJ/mol are run one 98.2; run two 0.0.



Run one
{
  "formula": "C3H9N3S",
  "method": "wB97M-V/def2-TZVPD",
  "symbols": ["C", "N", "N", "C", "C", "N", "S", "H", "H", "H", "H", "H", "H", "H", "H", "H"],
  "xyz": [[-0.306, 2.626, -0.282], [-0.671, 1.315, 0.202], [0.108, 0.403, -0.656], [-0.094, -0.850, -0.374], [-0.732, -1.346, 0.827], [0.448, -1.699, -1.252], [1.545, -2.858, -0.509], [-0.822, 3.359, 0.338], [-0.562, 2.564, -1.350], [0.761, 2.968, -0.278], [-0.117, 1.207, 1.202], [0.138, -1.652, 1.622], [-1.350, -2.383, 0.467], [-1.551, -0.535, 1.332], [0.963, -1.081, -1.874], [2.242, -2.038, 0.584]],
  "molar_mass_g_mol": 119.2,
  "gap_ha": 0.3360,
  "lumo_ev": 0.5,
  "smiles": "CN/N=C(\\C)NS"
}



Run two
{
  "formula": "C3H9N3S",
  "method": "wB97M-V/def2-TZVPD",
  "symbols": ["C", "C", "N", "S", "N", "C", "N", "H", "H", "H", "H", "H", "H", "H", "H", "H"],
  "xyz": [[-1.329, -1.258, 0.184], [-0.185, -0.492, -0.430], [0.300, -0.996, -1.510], [1.471, -0.193, -2.461], [0.202, 0.670, 0.216], [-0.434, 1.085, 1.469], [1.523, 1.119, 0.159], [-2.262, -0.697, 0.124], [-1.427, -2.203, -0.398], [-1.113, -1.490, 1.242], [1.355, -1.066, -3.484], [-0.136, 0.477, 2.331], [-1.555, 0.988, 1.370], [-0.187, 2.109, 1.669], [2.147, 0.319, 0.222], [1.630, 1.628, -0.704]],
  "molar_mass_g_mol": 119.2,
  "gap_ha": 0.3276,
  "lumo_ev": 0.9,
  "smiles": "C/C(=N/S)N(C)N"
}



Run three
{
  "formula": "C3H9N3S",
  "method": "wB97M-V/def2-TZVPD",
  "symbols": ["C", "N", "C", "N", "C", "N", "S", "H", "H", "H", "H", "H", "H", "H", "H", "H"],
  "xyz": [[1.590, -1.599, 0.366], [0.050, -1.426, 0.486], [-0.265, -0.231, -0.004], [0.401, 0.672, -0.779], [-0.187, 1.888, -0.974], [-1.505, 0.154, 0.455], [-2.300, -0.580, 1.697], [1.821, -2.078, -0.555], [2.208, -0.768, 0.702], [1.800, -2.393, 1.217], [1.422, 0.637, -1.079], [0.476, 2.406, -1.770], [-0.282, 2.561, -0.042], [-1.363, 2.007, -1.345], [-2.217, 0.723, -0.175], [-1.651, -1.973, 1.801]],
  "molar_mass_g_mol": 119.2,
  "gap_ha": 0.3149,
  "lumo_ev": 0.6,
  "smiles": "C/N=C(\\NC)NS"
}



Taking the most stable structure as the zero point, the relative energies in kJ/mol are run one 195.9; run two 0.0; run three 150.4.



Run one
{
  "formula": "CH3IO3S",
  "method": "wB97M-V/def2-TZVPD",
  "symbols": ["C", "O", "O", "O", "S", "I", "H", "H", "H"],
  "xyz": [[-0.554, 0.134, -0.554], [1.724, -1.534, 1.872], [-1.834, 0.417, -0.027], [0.141, -0.741, 0.266], [1.188, -0.278, 1.434], [2.781, 0.908, -0.027], [-0.792, -0.180, -1.551], [-0.060, 1.066, -0.835], [-2.592, 0.209, -0.580]],
  "molar_mass_g_mol": 222.0,
  "gap_ha": 0.3354,
  "lumo_ev": -0.7
}



Run two
{
  "formula": "CH3IO3S",
  "method": "wB97M-V/def2-TZVPD",
  "symbols": ["C", "O", "O", "O", "S", "I", "H", "H", "H"],
  "xyz": [[-0.564, -0.926, -0.606], [0.909, 1.213, 0.667], [-0.905, 2.784, -0.002], [-1.071, 0.381, -0.671], [-0.076, 1.653, -0.302], [3.034, -1.297, 2.645], [0.457, -0.922, -0.215], [-0.589, -1.385, -1.597], [-1.195, -1.500, 0.081]],
  "molar_mass_g_mol": 222.0,
  "gap_ha": [0.2820, 0.2470],
  "lumo_ev": [-2.6, -3.2]
}



Taking the most stable structure as the zero point, the relative energies in kJ/mol are run one 0.0; run two 134.0.



Run one
{
  "formula": "CH3IO3S",
  "method": "wB97M-V/def2-TZVPD",
  "symbols": ["C", "O", "O", "O", "S", "I", "H", "H", "H"],
  "xyz": [[1.238, 0.584, 0.679], [0.528, -2.327, -0.393], [-1.465, -1.293, -1.350], [0.241, 0.187, -0.294], [-0.488, -1.317, -0.334], [-4.429, 1.945, -0.993], [1.705, 1.385, 0.146], [2.007, -0.077, 1.004], [0.663, 0.913, 1.534]],
  "molar_mass_g_mol": 222.0,
  "gap_ha": [0.2840, 0.2463],
  "lumo_ev": [-2.5, -3.2]
}



Run two
{
  "formula": "CH3IO3S",
  "method": "wB97M-V/def2-TZVPD",
  "symbols": ["C", "O", "S", "O", "O", "I", "H", "H", "H"],
  "xyz": [[-1.100, 0.605, 0.204], [-0.218, -0.278, 0.840], [0.887, -0.900, -0.044], [0.454, -1.051, -1.379], [1.531, -1.918, 0.660], [2.497, 1.265, -0.122], [-0.726, 1.511, -0.093], [-2.101, 0.764, 0.619], [-1.225, 0.001, -0.684]],
  "molar_mass_g_mol": 222.0,
  "gap_ha": [0.3098, 0.3098],
  "lumo_ev": [-1.6, -1.6],
  "smiles": "COS(=O)(=O)I"
}



Taking the most stable structure as the zero point, the relative energies in kJ/mol are run one 126.3; run two 0.0.



Run one
{
  "formula": "C2H3Cl2N",
  "method": "wB97M-V/def2-TZVPD",
  "symbols": ["C", "C", "N", "Cl", "Cl", "H", "H", "H"],
  "xyz": [[1.092, -0.396, -0.282], [-1.148, 0.288, 0.056], [-0.181, -0.302, -0.614], [2.039, -1.586, -1.105], [-2.635, 0.600, -0.784], [1.446, -0.082, 0.681], [-0.960, 0.880, 0.931], [-0.452, -0.739, -1.495]],
  "molar_mass_g_mol": 112.0,
  "gap_ha": [0.2885, 0.2890],
  "lumo_ev": [0.8, 0.8]
}



Run two
{
  "formula": "C2H3Cl2N",
  "method": "wB97M-V/def2-TZVPD",
  "symbols": ["C", "C", "N", "Cl", "Cl", "H", "H", "H"],
  "xyz": [[1.362, -0.270, 0.237], [-1.374, -0.274, -0.282], [0.002, 0.099, -0.020], [2.516, 0.952, -0.035], [-2.515, 0.950, 0.064], [1.658, -1.296, 0.138], [-1.660, -1.283, -0.052], [0.012, 1.121, -0.050]],
  "molar_mass_g_mol": 112.0,
  "gap_ha": [0.2907, 0.2985],
  "lumo_ev": [0.4, 0.5]
}



Run three
{
  "formula": "C2H3Cl2N",
  "method": "wB97M-V/def2-TZVPD",
  "symbols": ["C", "C", "N", "Cl", "Cl", "H", "H", "H"],
  "xyz": [[0.712, 0.607, -0.248], [0.012, -0.152, 0.706], [0.516, -0.813, -0.323], [2.447, 1.142, 0.039], [-2.499, 1.098, 0.013], [-0.051, 1.230, -0.738], [-0.229, -0.190, 1.662], [-0.167, -1.317, -0.909]],
  "molar_mass_g_mol": 112.0,
  "gap_ha": [0.2647, 0.2647],
  "lumo_ev": [-2.2, -2.2]
}



Taking the most stable structure as the zero point, the relative energies in kJ/mol are run one 0.0; run two 76.7; run three 159.8.